(1)
73
Properties=species:S:1:pos:R:3:lowdin_spin:R:1 method="wB97M-V/def2-TZVPD" spin_multiplicity=5 orbital_gap_ev="4.5191 / 4.9906" charge=-1 s_squared=6.078
Os -0.093 2.504 -0.138 1.2234
O 3.762 1.569 -1.263 0.1263
C 2.560 1.897 -1.225 0.0884
N 1.857 2.143 -0.079 0.0172
C 2.484 1.969 1.208 0.0060
C 1.490 2.290 2.292 0.0179
C 1.886 2.438 3.612 -0.0005
C 0.948 2.698 4.592 0.0220
C -0.381 2.826 4.215 0.0013
C -0.711 2.694 2.881 0.0236
N 0.193 2.427 1.930 0.0218
C 1.707 2.069 -2.392 0.1618
C 2.214 2.024 -3.687 0.0088
C 1.393 2.262 -4.763 0.1329
C 0.038 2.615 -4.503 0.0677
C -0.417 2.652 -3.218 0.0544
N 0.354 2.332 -2.143 0.1739
H 3.370 2.598 1.318 0.0000
H 2.820 0.932 1.336 -0.0003
H 2.939 2.345 3.854 -0.0005
H 1.245 2.804 5.628 0.0015
H -1.158 3.035 4.939 -0.0004
H -1.724 2.826 2.532 0.0027
H 3.268 1.801 -3.798 -0.0024
H 1.773 2.217 -5.777 0.0094
H -0.640 2.872 -5.308 0.0030
H -1.420 2.975 -2.984 0.0029
C -2.280 2.033 -0.226 0.0363
C -2.624 0.732 -0.847 0.0083
C -3.048 0.609 -2.182 0.0012
C -3.366 -0.617 -2.742 0.0005
C -3.280 -1.784 -1.984 0.0010
C -2.896 -1.687 -0.645 0.0018
C -2.591 -0.457 -0.098 0.0030
C -3.605 -3.068 -2.560 0.0002
N -3.859 -4.094 -3.021 0.0005
H -2.625 2.022 0.811 0.0001
H -2.779 2.846 -0.748 0.0087
H -3.152 1.503 -2.784 0.0006
H -3.680 -0.678 -3.777 0.0000
H -2.841 -2.588 -0.041 0.0004
H -2.305 -0.391 0.944 0.0007
Se -0.566 4.777 -0.131 0.7483
C 3.002 -1.991 -1.806 0.0088
C 1.608 -1.476 -1.439 0.0188
C 0.720 -1.354 -2.676 0.0121
C 0.953 -2.337 -0.398 0.1750
C 0.842 -3.698 -0.549 -0.0113
C 0.302 -4.491 0.468 0.2270
C -0.076 -3.924 1.700 -0.0019
C 0.007 -2.577 1.933 0.1508
C -0.385 -2.045 3.299 0.0150
C 0.488 -0.897 3.812 0.0042
C -1.864 -1.632 3.338 0.0101
C 0.436 -1.713 0.828 0.0722
O 0.321 -0.481 0.909 0.3321
H 3.550 -1.202 -2.325 0.0011
H 2.942 -2.868 -2.463 0.0000
H 3.577 -2.267 -0.918 0.0002
H 1.717 -0.486 -1.004 0.0011
H 0.471 -2.344 -3.078 -0.0002
H 1.235 -0.784 -3.450 0.0020
H -0.206 -0.835 -2.437 0.0007
H 1.178 -4.162 -1.469 -0.0047
H 0.209 -5.560 0.322 0.0137
H -0.441 -4.569 2.493 -0.0041
H -0.255 -2.886 3.983 0.0010
H 0.449 -0.050 3.132 0.0000
H 1.534 -1.206 3.915 0.0001
H 0.131 -0.572 4.793 0.0002
H -2.004 -0.678 2.826 0.0001
H -2.193 -1.510 4.374 0.0011
H -2.504 -2.377 2.860 0.0001

---

(2)
13
Properties=species:S:1:pos:R:3:nbo_charge:R:1 method="wB97M-V/def2-TZVPD" orbital_gap_ev=10.0151 charge=0 smiles="O=C[C@@]1(F)OC=C[C@@H]1F"
C -1.499 -0.487 0.208 -0.3301
C -0.854 -0.235 1.344 0.1504
C 1.420 1.326 -0.158 0.4119
C -0.451 -0.611 -0.890 0.1130
C 0.792 -0.287 -0.095 0.4970
O 0.681 2.227 -0.340 -0.5014
O 0.516 -0.269 1.231 -0.4837
F -0.268 -1.866 -1.568 -0.3579
F 1.835 -1.074 -0.381 -0.3133
H -2.646 -0.543 0.114 0.2481
H -1.377 0.222 2.207 0.2250
H 2.461 1.472 0.079 0.1363
H -0.610 0.124 -1.750 0.2048

---

(3)
21
Properties=species:S:1:pos:R:3:nbo_charge:R:1 method="wB97M-V/def2-TZVPD" orbital_gap_ev=10.7672 charge=+1
C -1.342 0.835 -1.200 -0.6333
C -0.928 0.378 1.438 -0.6589
C 1.643 1.024 0.285 -0.4497
C -0.611 0.046 -0.057 0.2772
N -0.867 -1.405 -0.158 -0.8240
N 0.884 0.172 -0.443 -0.2740
N 1.453 -1.166 -0.462 -0.6267
H -0.852 0.675 -2.229 0.2442
H -1.271 1.881 -1.054 0.2377
H -2.414 0.525 -1.175 0.2269
H -0.239 -0.385 2.001 0.2188
H -0.923 1.452 1.704 0.2618
H -1.978 -0.002 1.729 0.2416
H 2.685 1.150 -0.249 0.2151
H 1.204 1.950 0.141 0.2313
H 2.011 0.893 1.292 0.2000
H -1.448 -1.756 -0.895 0.4184
H -1.380 -1.762 0.680 0.4218
H 2.019 -1.296 -1.332 0.4301
H 1.979 -1.474 0.448 0.4021
H 0.373 -1.736 -0.464 0.4395

---

(4)
65
Properties=species:S:1:pos:R:3:nbo_charge:R:1 method="wB97M-V/def2-TZVPD" orbital_gap_ev=7.7050 charge=0 smiles="Cc1cc(N2CCN(C)CC2)nc2ccc(NC(=S)N3CCN(c4ccc(F)cc4)CC3)cc12"
C 3.164 3.241 1.266 -0.6422
C 3.730 2.075 0.515 0.0651
C 5.071 1.985 0.276 -0.2961
C 5.605 0.875 -0.439 0.4126
N 4.824 -0.086 -0.894 -0.5114
C 3.500 -0.025 -0.677 0.1666
C 2.694 -1.066 -1.182 -0.1852
C 1.342 -1.069 -0.990 -0.2075
C 0.730 -0.030 -0.268 0.1410
C 1.491 1.009 0.221 -0.2376
C 2.880 1.037 0.034 -0.0617
H 1.007 1.814 0.757 0.1995
N -0.662 0.023 -0.099 -0.6051
C -1.516 -1.020 0.106 0.3044
N -2.837 -0.717 0.047 -0.4260
C -3.346 0.552 -0.426 -0.2303
C -4.764 0.381 -0.970 -0.2121
N -5.640 -0.084 0.076 -0.4318
C -6.996 0.138 0.041 0.1777
C -7.633 0.596 -1.120 -0.2692
C -8.992 0.843 -1.137 -0.2422
C -9.734 0.624 0.007 0.3474
C -9.140 0.168 1.168 -0.2534
C -7.781 -0.067 1.184 -0.2496
H -7.323 -0.397 2.103 0.2148
H -9.739 0.009 2.051 0.2287
F -11.068 0.861 -0.010 -0.3304
H -9.478 1.193 -2.034 0.2268
H -7.073 0.747 -2.028 0.2141
C -5.042 -0.986 1.038 -0.2190
H -4.723 -0.442 1.939 0.1845
C -3.837 -1.691 0.426 -0.2303
H -4.148 -2.282 -0.444 0.2001
H -3.388 -2.376 1.149 0.2580
H -5.772 -1.743 1.334 0.2177
H -5.113 1.355 -1.323 0.2186
H -4.739 -0.309 -1.828 0.1858
H -2.706 0.928 -1.230 0.2208
H -3.366 1.294 0.387 0.1902
S -1.015 -2.560 0.444 -0.2523
H -1.006 0.942 0.149 0.3941
H 0.736 -1.866 -1.389 0.2403
H 3.178 -1.858 -1.732 0.2219
N 6.930 0.796 -0.762 -0.4100
C 7.982 1.423 0.002 -0.2124
H 7.639 2.341 0.475 0.2050
C 8.514 0.452 1.061 -0.2344
N 9.018 -0.741 0.409 -0.4400
C 9.637 -1.650 1.348 -0.4047
H 10.043 -2.501 0.803 0.2011
H 10.455 -1.137 1.853 0.1985
H 8.933 -2.023 2.108 0.1639
C 7.958 -1.383 -0.350 -0.2369
C 7.416 -0.411 -1.398 -0.2315
H 6.591 -0.865 -1.945 0.2520
H 8.220 -0.131 -2.084 0.1955
H 8.371 -2.264 -0.844 0.2035
H 7.126 -1.704 0.302 0.1721
H 9.333 0.922 1.612 0.2021
H 7.701 0.217 1.775 0.1638
H 8.794 1.669 -0.689 0.2044
H 5.719 2.774 0.624 0.2068
H 2.658 2.902 2.169 0.2235
H 2.441 3.775 0.650 0.2211
H 3.953 3.933 1.551 0.2192

---

Looking at energy above the lowest of the compared OMol25 structures with the same formula, charge and spin for the records above, in order, we have 101.2; 70.6; 317.3; 12.8 kJ/mol.
Looking at strongest force on any atom for the records above, in order, we have 1.5; 4.7; 5.8; 0.8 eV/A.